This record from the Open Molecules 2025 dataset describes a 3-piece molecular cluster, C26H66N7O3P2 overall at a distorted geometry. The level of theory is ωB97M-V with the def2-TZVPD basis set.

Structure (ORCA input):
```
! wB97M-V def2-TZVPD RIJCOSX def2/J DEFGRID3
* xyz -1 1
C 4.32868 -2.98077 1.37376
C 3.35534 -2.82363 0.17618
C 2.50886 -4.10791 0.07122
C 1.45725 -4.10867 -1.05391
C 2.09882 -3.89124 -2.47640
N 0.77471 -5.38436 -1.02023
C -0.65829 -5.26639 -1.17524
C -1.39063 -6.01217 -0.02211
C -1.70109 -5.13722 1.20770
C -2.66407 -3.95936 0.84974
C -1.82453 -2.66100 0.78136
C -2.47937 -1.62689 -0.18588
C -1.43626 -0.84931 -1.06323
C -1.35810 0.64884 -0.64987
O -0.06932 1.22048 -0.76779
C 0.84173 0.70842 0.18651
H 3.76405 -2.96964 2.31241
H 5.08886 -2.19363 1.40116
H 4.80781 -3.96302 1.32329
H 3.97876 -2.67051 -0.70907
H 2.72925 -1.94829 0.37813
H 3.14777 -4.99275 -0.02265
H 1.96939 -4.20638 1.02136
H 0.77579 -3.24821 -0.87315
H 3.15677 -3.61000 -2.35991
H 2.00709 -4.81524 -3.04302
H 1.60269 -3.07461 -3.02044
H -1.01496 -4.22352 -1.28824
H -0.95628 -5.79870 -2.11473
H -0.72628 -6.81792 0.30266
H -2.32153 -6.48347 -0.38634
H -2.17948 -5.77451 1.96433
H -0.76461 -4.76311 1.63232
H -3.47464 -3.89154 1.58114
H -3.05568 -4.20940 -0.14015
H -1.73939 -2.24693 1.79472
H -0.81512 -2.94681 0.48679
H -3.10379 -0.92900 0.38195
H -3.08919 -2.19046 -0.89594
H -0.47428 -1.34496 -0.92561
H -1.73441 -0.89811 -2.11091
H -1.99420 1.18338 -1.36601
H -1.81984 0.82888 0.33442
H 0.55733 -0.26416 0.59968
H 1.01674 1.39976 1.02340
H 1.80357 0.56955 -0.32027
O -1.54839 -0.46219 4.29735
P -2.35957 0.82227 4.33723
N -1.11558 1.76821 5.07682
C -1.22358 2.65108 6.21450
C 0.08855 1.98458 4.28089
N -3.52269 0.23058 5.48888
C -3.37548 0.46084 6.91036
C -3.91440 -1.16179 5.27361
N -3.33661 2.23060 4.08007
C -2.83714 3.23132 3.14057
C -4.61952 2.56065 4.67027
H -2.04523 3.37678 6.13131
H -0.31369 3.23782 6.34487
H -1.34248 2.09287 7.14454
H -0.02424 2.83186 3.58992
H 0.32534 1.09890 3.68864
H 0.95628 2.17416 4.91524
H -2.44518 0.03201 7.30817
H -4.21493 0.01377 7.44937
H -3.41730 1.52461 7.14897
H -3.17767 -1.86567 5.67701
H -4.03478 -1.37733 4.21241
H -4.87592 -1.35841 5.75697
H -2.23966 3.99323 3.65578
H -3.64696 3.74008 2.61639
H -2.21293 2.77012 2.37451
H -4.48575 3.06355 5.63339
H -5.25266 1.69023 4.80883
H -5.18965 3.23566 4.02432
O 3.80245 1.19995 -4.94669
P 2.98901 2.40218 -4.51224
N 1.42253 1.77800 -4.80814
C 0.31629 2.43916 -5.45743
C 1.03358 0.59771 -4.02856
N 3.56282 3.47711 -5.75760
C 2.79612 3.72014 -6.96167
C 4.96342 3.27971 -6.11780
N 2.41445 3.76246 -3.61148
C 1.72942 3.51151 -2.34233
C 2.53226 5.16988 -3.94174
H 0.09813 3.43608 -5.04717
H -0.60199 1.86135 -5.35337
H 0.47993 2.53129 -6.53378
H 0.64278 0.87190 -3.04305
H 1.88589 -0.06708 -3.87837
H 0.27383 0.01223 -4.54924
H 2.61975 2.80051 -7.53692
H 3.32455 4.42901 -7.60534
H 1.84031 4.19685 -6.73564
H 5.09951 2.43612 -6.80504
H 5.57337 3.09221 -5.23512
H 5.35584 4.18067 -6.60021
H 0.64744 3.42055 -2.48277
H 1.90523 4.31195 -1.62190
H 2.08708 2.59350 -1.87799
H 1.70667 5.48891 -4.58662
H 3.47344 5.41008 -4.42571
H 2.50181 5.79010 -3.04040
*
```

For the HOMO energy, the calculation gives -1.33 eV.

This record from the Open Molecules 2025 dataset describes a 12-piece molecular cluster, C26H67Cl2I3N23O13 overall at a distorted geometry. The level of theory is ωB97M-V with the def2-TZVPD basis set.

Structure (ORCA input):
```
! wB97M-V def2-TZVPD RIJCOSX def2/J DEFGRID3
* xyz 1 1
C -4.67190 4.96443 3.80670
C -4.09207 4.55095 2.40410
I -5.55089 4.18854 0.86934
C -2.75770 4.42302 2.15008
I -1.42873 4.78353 3.83225
C -2.07527 4.06524 0.79127
C -2.25850 2.60208 0.18044
C -3.13933 1.53715 0.92376
C -2.49128 0.14646 0.54129
O -1.49838 -0.26106 1.09860
O -3.05078 -0.66145 -0.47256
N -2.37132 2.74185 -1.31885
C -2.44209 4.21300 -1.63605
C -3.82140 4.37686 -2.38929
C -3.73949 3.86150 -3.89814
C -5.22180 3.99203 -4.45324
Cl -2.57658 4.84170 -4.88260
C -2.08695 5.18910 -0.40696
Cl -0.27863 5.38079 -0.65897
C -2.96377 6.46172 -0.19526
C -2.47111 7.77038 -0.92888
C -2.06663 7.59180 -2.44014
I -0.94686 8.84380 0.22329
H -4.11795 5.83394 4.24562
H -5.71821 5.34112 3.61879
H -4.77624 4.09630 4.50144
H -0.99491 4.01736 1.09125
H -1.22966 2.15025 0.28563
H -4.20897 1.49757 0.60576
H -3.02676 1.61231 2.03844
H -2.48560 -0.60705 -1.26382
H -2.95065 2.08197 -1.85207
H -1.40989 2.50419 -1.65107
H -1.59170 4.34257 -2.34978
H -4.20302 5.42231 -2.44673
H -4.54734 3.67016 -1.89643
H -3.50453 2.76209 -3.88686
H -5.94315 4.00493 -3.59363
H -5.37191 4.93781 -5.03241
H -5.51713 3.13166 -5.10011
H -4.02339 6.29430 -0.53869
H -3.05873 6.73750 0.89425
H -3.35208 8.47083 -0.92400
H -2.72840 6.90402 -3.01860
H -2.18221 8.60792 -2.91850
H -0.97746 7.34953 -2.52042
C 1.77985 -2.81344 1.39671
O 2.54184 -3.59561 1.94894
N 1.92033 -2.45696 0.09294
N 0.73079 -2.22846 2.03453
H 1.30793 -1.81740 -0.37873
H 2.68778 -2.86319 -0.41531
H 0.59443 -2.46048 3.00304
H 0.09941 -1.58281 1.59079
C -5.11163 6.91554 -8.32979
O -5.69555 7.41308 -9.27451
N -4.41815 7.65296 -7.42065
N -5.09827 5.57506 -8.09503
H -3.93197 7.25742 -6.63715
H -4.40075 8.64896 -7.55489
H -5.59801 4.99084 -8.74239
H -4.62164 5.15001 -7.32117
C 6.09749 -2.45747 2.39305
O 6.21356 -3.06204 1.33395
N 4.89102 -2.16749 2.93911
N 7.17308 -2.02679 3.10802
H 4.77590 -1.67265 3.80363
H 4.06920 -2.47460 2.43373
H 8.08393 -2.22522 2.73144
H 7.10292 -1.53077 3.97659
C -2.76038 10.16712 3.54680
O -2.87625 8.99145 3.23289
N -3.75300 10.85934 4.16874
N -1.63135 10.88418 3.30318
H -3.67900 11.82353 4.43523
H -4.60390 10.36278 4.36632
H -0.87546 10.40689 2.84563
H -1.51771 11.84882 3.55341
C 1.69861 2.29893 -2.63485
O 0.56032 2.68655 -2.37797
N 1.94045 1.18578 -3.36661
N 2.80373 2.95628 -2.20359
H 2.86093 0.85292 -3.58628
H 1.14203 0.66907 -3.70145
H 2.66034 3.78755 -1.65671
H 3.74138 2.65895 -2.40033
C 6.96372 -7.13690 1.39844
O 7.05968 -8.27795 0.94649
N 6.55381 -6.08452 0.64819
N 7.26102 -6.84154 2.68735
H 6.46979 -5.14568 1.00118
H 6.32545 -6.26800 -0.31252
H 7.57008 -7.60057 3.27246
H 7.19095 -5.92325 3.08452
C 7.79159 -8.80272 6.07858
O 8.03302 -7.73792 5.52722
N 7.97800 -9.01084 7.41009
N 7.31448 -9.85985 5.38181
H 7.78264 -9.87968 7.87088
H 8.33187 -8.24071 7.94951
H 7.16721 -9.72199 4.39823
H 7.10058 -10.75356 5.78318
C 6.32864 -11.95968 0.74285
O 6.30653 -13.07174 0.24160
N 5.28436 -11.46165 1.46695
N 7.38777 -11.11757 0.62601
H 5.28458 -10.54928 1.88680
H 4.47809 -12.05210 1.57359
H 8.17711 -11.44688 0.09907
H 7.41928 -10.19450 1.02970
C 0.29516 -2.23205 -3.38139
O 0.69261 -1.08111 -3.51553
N -0.66445 -2.56656 -2.47451
N 0.77340 -3.26395 -4.11839
H -1.01031 -3.49918 -2.33989
H -1.03591 -1.82539 -1.91298
H 1.48395 -3.05210 -4.79779
H 0.45996 -4.21222 -4.02139
C 3.36033 -10.64975 5.21246
O 4.51272 -10.64706 5.61229
N 2.29592 -10.54638 6.05459
N 3.03415 -10.75477 3.89391
H 1.34070 -10.54599 5.74962
H 2.49475 -10.46665 7.03640
H 3.78885 -10.81445 3.23190
H 2.09069 -10.76348 3.55404
C -7.84906 1.47127 -3.81577
O -6.76693 1.79188 -3.33839
N -7.96864 0.52644 -4.78385
N -9.01907 2.03401 -3.41738
H -8.84400 0.24935 -5.18826
H -7.12319 0.08743 -5.10408
H -8.97001 2.73799 -2.70195
H -9.91478 1.78620 -3.79536
*
```

For the HOMO energy, the calculation gives -9.87 eV. The calculation puts the energy above the lowest of the compared OMol25 structures with the same formula, charge and spin at 0.00 kcal/mol.

This record from the Open Molecules 2025 dataset describes C26H67Cr2F8N5O10P2 as an isolated structure at a distorted geometry. The level of theory is ωB97M-V with the def2-TZVPD basis set.

Structure (ORCA input):
```
! wB97M-V def2-TZVPD RIJCOSX def2/J DEFGRID3
* xyz 2 9
Cr -1.93499 -2.54228 0.70680
Cr 2.95346 1.45223 -0.77784
P 2.94075 -2.04479 0.09079
F 1.79016 -1.33211 0.91907
F 1.78520 -2.31972 -1.01992
F 3.28832 -0.67198 -0.79903
F 4.07187 -2.80263 -0.81410
F 4.08545 -1.60971 1.24070
F 2.67186 -3.45728 0.90740
O 0.98662 0.75832 -1.03064
P -0.38738 0.05731 -1.20110
O -0.90917 -1.02328 -0.27433
F -0.48916 -0.39851 -2.79009
F -1.60244 1.13733 -1.13272
C -4.25211 -3.10539 -1.49872
O -2.88584 -2.90569 -1.20748
C -2.14103 -3.91314 -1.90632
C -0.61991 -3.73815 -1.67062
N -0.25951 -3.86267 -0.24914
C -0.14506 -5.26293 0.15363
C 1.07356 -6.05473 -0.38069
O 0.89654 -6.31822 -1.79695
C 2.03030 -6.84311 -2.44895
H -4.69260 -2.17134 -1.14999
H -4.69155 -3.93428 -0.94380
H -4.47800 -3.25679 -2.55426
H -2.27664 -3.90631 -2.98783
H -2.44324 -4.91597 -1.60448
H -0.28272 -2.78970 -2.08874
H -0.01649 -4.36925 -2.32307
H 0.68613 -3.53236 -0.11963
H -1.08051 -5.73926 -0.13989
H -0.00644 -5.31478 1.23354
H 1.34572 -6.97972 0.12765
H 1.95953 -5.45315 -0.17759
H 1.92786 -7.18485 -3.47891
H 2.37827 -7.67883 -1.84183
H 2.80632 -6.08259 -2.53557
C 2.54651 0.24317 -3.74682
O 3.15055 1.13484 -2.77629
C 3.41454 2.44756 -3.39021
C 3.81781 3.50963 -2.30909
N 2.79639 3.56922 -1.20152
C 1.55855 4.02471 -1.78359
C 0.48625 4.43660 -0.73612
O -0.01340 3.29405 -0.12587
C -1.13068 3.56992 0.64983
H 3.05113 0.23130 -4.71290
H 1.50877 0.53957 -3.89965
H 2.47008 -0.72330 -3.24863
H 2.61943 2.77047 -4.06226
H 4.31899 2.26982 -3.97200
H 4.01986 4.47487 -2.77341
H 4.82980 3.35410 -1.93519
H 3.11959 4.25784 -0.53710
H 1.12162 3.28452 -2.45389
H 1.67057 4.87751 -2.45313
H -0.30061 4.87974 -1.34651
H 0.88127 5.10020 0.03309
H -1.94521 3.90904 0.00980
H -1.01693 4.25086 1.49333
H -1.62997 2.71857 1.11243
C 6.19299 1.01660 -1.20717
O 5.03039 1.42304 -0.48432
C 5.29626 1.29475 0.93835
C 4.16235 1.94063 1.73193
N 2.88753 1.37721 1.36664
C 1.84422 2.18071 2.01674
C 1.79250 1.92482 3.53792
O 1.80021 0.53729 3.79296
C 2.29082 0.28074 5.09516
H 6.11505 1.30415 -2.25567
H 6.46860 -0.03222 -1.09716
H 7.14160 1.49002 -0.95398
H 6.15801 1.84531 1.31568
H 5.33997 0.29681 1.37459
H 4.17802 2.99922 1.47263
H 4.37371 1.82719 2.79521
H 2.81051 0.59293 1.99836
H 0.87380 1.80316 1.69449
H 1.87396 3.20778 1.65295
H 0.88521 2.34973 3.96730
H 2.59500 2.45712 4.04856
H 2.27310 -0.80088 5.22885
H 1.60962 0.68015 5.84651
H 3.31738 0.62652 5.21648
C -3.28760 0.83698 2.83933
C -2.46657 -0.25474 2.13372
C -1.64116 -1.03727 3.15843
O -0.88147 -2.02391 2.47236
C 0.00642 -2.73066 3.36738
N -3.31675 -1.06473 1.32624
H -4.11983 0.44921 3.42681
H -3.61561 1.48775 2.02878
H -2.73218 1.47003 3.53133
H -1.71240 0.19089 1.48506
H -2.23864 -1.44396 3.97435
H -0.98812 -0.24499 3.52439
H 0.65620 -3.46259 2.88762
H -0.63550 -3.27848 4.05726
H 0.60741 -1.99755 3.90538
H -3.74106 -0.38542 0.71094
H -4.10194 -1.25134 1.93349
C -4.43957 2.77205 -1.91546
C -4.75679 2.00635 -0.66421
C -6.29646 1.90559 -0.43195
O -6.81493 3.18293 -0.53345
C -8.19513 3.29649 -0.12119
N -4.10207 0.75731 -0.70313
H -4.46501 3.85768 -1.82133
H -5.17396 2.55722 -2.69175
H -3.48131 2.54583 -2.38307
H -4.37012 2.53061 0.20970
H -6.39619 1.54882 0.59317
H -6.78171 1.30247 -1.19934
H -8.58355 4.28270 -0.37537
H -8.20253 3.29341 0.96878
H -8.89351 2.56168 -0.52173
H -3.14397 0.97503 -0.93709
H -4.43351 0.42751 -1.59838
*
```

For the HOMO energy (spin up / spin down), the calculation gives -12.10 / -13.49 eV.

This record from the Open Molecules 2025 dataset describes C26H68F6NO16S2V as an isolated structure at a distorted geometry. The level of theory is ωB97M-V with the def2-TZVPD basis set.

Structure (ORCA input):
```
! wB97M-V def2-TZVPD RIJCOSX def2/J DEFGRID3
* xyz 0 1
O -1.70446 0.14168 -3.86848
V -0.94619 -1.02718 -3.10118
O 0.23588 -1.65460 -3.89480
C 0.14771 -3.53011 -1.11142
F -0.99834 -3.25957 -1.70408
F -0.10522 -4.51467 -0.16555
F 1.10484 -3.79712 -1.98352
S 0.74099 -1.93668 -0.17064
O 0.09626 -1.89142 1.15316
O 2.21212 -2.09066 -0.19079
N 0.15153 -0.70968 -1.23042
S 0.78269 0.54958 -0.55821
O 1.32423 0.52041 0.80084
O 1.69330 1.25274 -1.51793
C -0.81231 1.65671 -0.33522
F -1.74230 0.94870 0.27159
F -0.42654 2.79897 0.28460
F -1.26100 1.95383 -1.55450
O -2.27665 -2.47658 -4.23016
H -3.04206 -2.96717 -3.93065
H -2.41434 -2.36800 -5.17116
O -2.92378 -1.14857 -1.68418
H -3.07722 -1.38620 -0.76973
H -3.79528 -1.14235 -2.08001
C -4.74559 -2.91227 1.88204
C -3.30078 -2.85052 2.22984
C -2.58213 -4.07143 2.54837
O -2.72609 -2.19124 1.05697
H -5.07911 -1.90327 1.63961
H -5.36326 -3.17023 2.74230
H -4.91404 -3.57180 1.03072
H -3.32449 -2.08295 3.00339
H -2.49749 -4.70430 1.66496
H -3.17320 -4.50763 3.35363
H -1.57867 -3.86544 2.92084
H -1.79143 -2.17458 1.27548
C 4.31167 1.90017 1.81979
C 3.74285 2.92193 2.86664
C 2.59452 3.71132 2.29641
O 3.18453 2.15222 3.89489
H 5.07892 2.25585 1.13210
H 3.55227 1.44995 1.18048
H 4.97064 1.18044 2.30543
H 4.60686 3.47640 3.23290
H 2.10547 4.36816 3.01577
H 1.92625 3.12278 1.66780
H 2.80877 4.47135 1.54504
H 2.49443 1.64796 3.45776
C -1.85437 3.87426 4.52480
C -1.56696 3.05807 3.25147
C -0.85647 1.72058 3.54575
O -2.78707 2.78113 2.53378
H -1.85592 4.95391 4.37495
H -1.20975 3.57514 5.35129
H -2.84905 3.79078 4.96268
H -0.88046 3.71017 2.71149
H -0.01958 1.96869 4.19856
H -0.36280 1.28559 2.67675
H -1.45690 1.08846 4.19998
H -2.62587 2.41218 1.66229
C -0.60171 -7.40216 0.72444
C 0.18103 -7.18628 2.04824
C 0.86512 -5.83917 2.26823
O -0.66792 -7.46954 3.15458
H -1.31131 -6.58533 0.59270
H -1.15204 -8.34299 0.73366
H 0.12618 -7.30839 -0.08147
H 1.00592 -7.89630 1.98879
H 1.58007 -5.58617 1.48531
H 1.48326 -6.10437 3.12594
H 0.07297 -5.10960 2.43651
H -0.32807 -7.23826 4.02211
C -5.74287 2.65937 -4.24619
C -5.56304 1.90813 -2.93718
C -4.73733 2.74507 -1.98788
O -6.85485 2.02371 -2.41110
H -4.71178 2.70901 -4.59616
H -5.98156 3.71369 -4.10648
H -6.31818 2.17393 -5.03452
H -5.15603 0.90408 -3.05687
H -4.80478 2.37297 -0.96558
H -5.06047 3.78429 -1.92695
H -3.67147 2.76726 -2.21492
H -7.14769 2.93793 -2.40422
C 2.80366 1.72547 -5.71798
C 1.31167 1.34918 -5.49503
C 0.73000 2.41370 -4.56910
O 0.58652 1.23530 -6.77025
H 3.26147 1.07799 -6.46583
H 3.39371 1.41164 -4.85690
H 2.91250 2.78051 -5.96926
H 1.21916 0.38575 -4.99369
H 0.89911 3.39349 -5.01576
H 1.08887 2.22875 -3.55662
H -0.34865 2.25732 -4.58170
H 1.19317 0.80056 -7.37405
C 3.47747 -1.56343 3.20453
C 3.75940 -2.85803 3.93274
C 4.01636 -4.15271 3.08713
O 4.83639 -2.68124 4.86561
H 2.96870 -0.74198 3.70897
H 2.90587 -1.66524 2.28202
H 4.48985 -1.25002 2.94967
H 2.87794 -3.11286 4.52112
H 3.28774 -4.35160 2.30122
H 4.26986 -4.99416 3.73195
H 4.96863 -3.90947 2.61582
H 4.60765 -1.88105 5.34412
C 3.99506 4.70021 -1.46736
C 3.05065 4.96877 -2.65385
C 1.60739 4.76813 -2.13151
O 3.11781 6.42025 -2.93015
H 4.13839 3.66648 -1.15280
H 3.73261 5.34410 -0.62794
H 4.96121 5.14141 -1.71230
H 3.20547 4.52819 -3.63874
H 1.45894 5.45730 -1.30019
H 1.43570 3.73255 -1.83791
H 0.85106 4.97799 -2.88783
H 2.48603 6.97229 -2.46357
*
```

For the HOMO energy, the calculation gives -9.74 eV. The calculation puts the energy above the lowest of the compared OMol25 structures with the same formula, charge and spin at 53.69 kcal/mol.